Density functional theory data (ωB97M-V/def2-TZVPD) for C14H8BCo2F3O7 as an isolated structure.

XYZ file:
```
35
Properties=species:S:1:pos:R:3:mulliken_charge:R:1
C -0.420 0.123 3.562 -1.150
C -0.478 0.838 2.300 0.457
C -0.596 2.197 2.117 -0.404
C -0.677 2.394 0.705 -0.670
C -0.587 1.154 0.083 0.452
B -1.562 -3.730 -0.368 0.568
F -2.529 -2.850 -0.631 -0.132
F -0.428 -3.733 -1.076 -0.246
F -1.723 -4.601 0.639 -0.216
O -0.483 0.176 1.092 -0.322
H -0.076 0.860 4.306 0.322
H -1.448 -0.152 3.859 0.259
H 0.275 -0.724 3.544 0.317
H -0.614 2.964 2.902 0.387
H -0.799 3.338 0.188 0.473
O -2.226 3.463 -6.085 -0.335
C -2.689 2.511 -5.609 0.543
Co -3.493 1.059 -4.971 -0.077
C -4.720 1.847 -3.971 0.155
O -5.549 2.362 -3.362 -0.308
C -4.303 0.947 -6.543 0.347
O -4.833 0.811 -7.565 -0.340
C -1.687 0.637 -3.621 -1.400
C -1.568 0.402 -2.305 0.966
C -0.447 0.683 -1.258 -0.672
Co -2.826 -0.668 -3.159 0.267
C -4.133 -0.323 -2.058 0.101
O -4.976 -0.078 -1.304 -0.328
C -2.444 -2.426 -3.337 0.269
O -2.206 -3.549 -3.454 -0.364
C -4.112 -0.833 -4.653 0.409
O -4.897 -1.573 -5.114 -0.443
H -0.892 0.937 -4.326 0.513
H 0.134 -0.260 -1.171 0.245
H 0.227 1.401 -1.767 0.359
```

frontier orbital gap = 6.64 eV
multiplicity = 1
maximum force = 0.0865 hartree/bohr
energy relative to the best compared isomer or geometry (same formula, charge and spin) = 0.000 eV

Density functional theory data (ωB97M-V/def2-TZVPD) for C14H8BF9MnN5O2S as an isolated structure.

XYZ file:
```
41
Properties=species:S:1:pos:R:3:mulliken_spin:R:1
Mn -0.129 0.003 0.379 4.738
F 6.065 3.022 -0.501 0.000
C 4.738 2.846 -0.480 0.004
C 4.195 1.585 -0.606 -0.005
F 5.005 0.530 -0.756 0.000
C 2.824 1.420 -0.586 0.000
F 2.356 0.168 -0.731 0.006
C 1.935 2.479 -0.436 0.018
S 0.200 2.297 -0.418 0.041
C 2.523 3.738 -0.316 0.006
F 1.751 4.822 -0.176 0.000
C 3.891 3.926 -0.336 -0.002
F 4.411 5.155 -0.214 0.000
N -4.889 -1.691 -0.125 0.000
N -4.126 -0.574 0.151 0.002
N -4.460 0.644 -0.245 0.002
C -3.386 1.333 0.090 0.003
N -2.447 0.548 0.659 0.041
N -2.943 -0.658 0.693 -0.002
H -5.186 -2.101 0.752 0.000
H -4.267 -2.344 -0.599 0.000
H -3.259 2.387 -0.086 0.000
O 0.611 -1.084 4.224 0.014
C 0.954 -1.235 3.065 0.011
O 0.657 -0.422 2.101 0.069
C 1.825 -2.429 2.705 0.007
C 2.135 -3.342 3.708 -0.001
C 2.925 -4.450 3.435 0.000
C 3.415 -4.652 2.151 0.000
C 3.111 -3.744 1.146 0.006
C 2.320 -2.637 1.425 -0.011
H 1.741 -3.158 4.699 0.000
H 3.159 -5.156 4.223 0.000
H 4.030 -5.518 1.934 0.000
H 3.485 -3.897 0.141 0.000
H 2.092 -1.932 0.641 0.016
F -0.664 -0.996 -1.426 0.019
B -1.015 -2.402 -1.146 0.006
F -0.242 -3.214 -1.928 -0.001
F -2.383 -2.567 -1.405 0.000
F -0.734 -2.532 0.227 0.014
```

frontier orbital gap (alpha / beta) = 8.04 / 8.18 eV
multiplicity = 6
total charge = -1
maximum force = 0.0069 hartree/bohr
energy relative to the best compared isomer or geometry (same formula, charge and spin) = 0.165 eV

Density functional theory data (ωB97M-V/def2-TZVPD) for one molecule with the formula C14H8BrN3O3S.

XYZ file:
```
30
Properties=species:S:1:pos:R:3:mulliken_charge:R:1
O 1.431 2.237 0.447 -0.539
C 1.073 1.489 1.336 0.327
N 1.543 0.133 1.077 -0.442
C 0.552 -0.755 0.940 0.523
N 0.469 -1.418 -0.176 -0.176
C 1.504 -1.371 -1.237 0.243
C 1.147 -1.410 -2.542 -0.348
C 2.014 -1.771 -3.588 -0.520
C 3.402 -1.905 -3.405 0.094
Br 4.667 -1.812 -4.829 -0.156
C 3.845 -1.770 -2.115 -0.667
C 2.920 -1.567 -1.060 -0.115
S -0.711 -0.850 2.184 -0.307
C -1.067 0.811 2.490 1.122
C -2.182 1.098 3.275 -0.906
C -2.310 2.402 3.688 -0.421
C -1.386 3.457 3.279 -0.153
N -1.447 4.817 3.697 0.881
O -2.534 5.260 4.137 -0.556
O -0.416 5.493 3.543 -0.546
C -0.332 3.113 2.349 -0.242
C -0.139 1.772 2.040 -0.040
H -0.396 -1.966 -0.283 0.259
H 0.102 -1.200 -2.719 0.382
H 1.731 -1.744 -4.590 0.411
H 4.826 -1.866 -1.897 0.525
H 3.376 -1.829 -0.062 0.225
H -2.975 0.385 3.676 0.292
H -3.133 2.706 4.336 0.426
H 0.300 3.934 1.883 0.426
```

frontier orbital gap = 7.75 eV
multiplicity = 1
maximum force = 0.1118 hartree/bohr
SMILES string = O=c1nc(Nc2ccc(Br)cc2)sc2ccc([N+](=O)[O-])cc12

Density functional theory data (ωB97M-V/def2-TZVPD) for C14H8N2O8Rb as an isolated structure.

XYZ file:
```
33
Properties=species:S:1:pos:R:3:mulliken_charge:R:1
Rb -35.916 -0.370 1.061 0.985
N -37.902 0.347 -2.051 0.887
O -38.815 -0.379 -2.455 -0.652
O -37.139 0.772 -2.952 -0.550
O -37.654 0.512 -0.873 -0.675
N -33.733 1.120 -1.983 0.725
O -34.327 1.152 -3.097 -0.558
O -32.711 1.707 -1.766 -0.668
O -34.284 0.519 -1.061 -0.495
C -33.217 -4.076 -2.790 -0.620
C -33.511 -2.854 -2.144 -0.602
C -33.775 -2.750 -0.782 -0.625
C -33.972 -3.941 -0.085 0.749
C -33.710 -5.159 -0.713 0.233
C -33.338 -5.216 -2.081 -0.591
C -33.766 -6.432 0.087 0.628
O -33.648 -7.559 -0.454 -0.659
C -33.919 -6.242 1.570 0.232
C -33.704 -7.346 2.368 -0.671
C -34.136 -7.265 3.719 -0.374
C -34.555 -6.061 4.248 -0.539
C -34.675 -4.957 3.491 -0.447
C -34.398 -5.015 2.112 -0.035
C -34.245 -3.759 1.372 0.815
O -34.326 -2.614 1.901 -0.777
H -33.055 -4.007 -3.856 0.410
H -33.183 -1.926 -2.587 0.398
H -33.830 -1.783 -0.304 0.460
H -33.238 -6.189 -2.539 0.453
H -33.473 -8.339 2.013 0.402
H -34.247 -8.208 4.234 0.379
H -34.963 -5.949 5.242 0.343
H -35.067 -4.008 3.825 0.440
```

frontier orbital gap = 4.25 eV
multiplicity = 1
total charge = -1
maximum force = 0.1045 hartree/bohr
energy relative to the best compared isomer or geometry (same formula, charge and spin) = 0.000 eV

Density functional theory data (ωB97M-V/def2-TZVPD) for C14H9F5O9P2Pt as an isolated structure.

XYZ file:
```
40
Properties=species:S:1:pos:R:3:mulliken_spin:R:1
Pt -0.980 0.690 0.531 1.557
O -2.311 -1.846 4.027 0.001
P -1.004 -1.381 3.166 0.037
O 0.205 -1.598 3.991 0.001
O -1.378 -0.023 2.620 0.052
O -0.980 -2.472 1.964 -0.003
P -1.735 -2.611 0.536 0.008
O -0.649 -3.489 -0.275 0.001
O -2.979 -3.394 0.630 0.003
O -1.757 -1.230 -0.100 0.056
H -1.975 -2.459 4.690 0.001
H 0.107 -2.940 -0.527 0.000
C -1.244 -1.045 -3.355 0.005
C -0.349 -0.373 -2.332 0.006
O -0.665 0.735 -1.924 0.017
C 0.868 -1.077 -1.887 -0.011
C 1.431 -2.032 -2.754 0.004
C 2.608 -2.690 -2.486 -0.005
C 3.259 -2.409 -1.270 0.007
C 2.734 -1.512 -0.383 0.017
C 1.509 -0.802 -0.633 0.028
O 1.074 -0.041 0.293 0.133
H -2.173 -0.482 -3.390 0.000
H -1.450 -2.075 -3.062 0.002
H -0.787 -1.047 -4.348 0.000
H 0.922 -2.253 -3.684 0.000
H 3.007 -3.413 -3.186 -0.001
H 4.182 -2.924 -1.021 0.001
H 3.206 -1.315 0.571 0.000
F -2.482 2.920 2.263 -0.005
C -1.366 3.447 1.716 -0.124
C -0.552 2.669 0.909 0.098
C 0.537 3.352 0.387 0.097
F 1.410 2.747 -0.439 -0.001
C 0.808 4.686 0.648 0.011
F 1.884 5.300 0.110 0.000
C -0.034 5.411 1.468 0.003
F 0.215 6.710 1.732 0.000
C -1.138 4.782 2.006 0.005
F -1.979 5.484 2.796 0.001
```

frontier orbital gap (alpha / beta) = 6.47 / 7.07 eV
multiplicity = 3
total charge = -2
maximum force = 0.0049 hartree/bohr
energy relative to the best compared isomer or geometry (same formula, charge and spin) = 0.000 eV

Density functional theory data (ωB97M-V/def2-TZVPD) for one molecule with the formula C14H9N5O2S3.

XYZ file:
```
33
Properties=species:S:1:pos:R:3:mulliken_charge:R:1
C 2.172 -5.520 -0.385 -0.877
C 1.574 -4.375 0.168 0.121
C 1.389 -3.102 -0.608 -0.852
N 0.166 -2.415 -0.153 0.168
C -1.091 -2.545 -0.754 0.258
S -1.441 -3.336 -2.195 -0.275
S -2.298 -1.560 0.066 -0.078
C -1.092 -0.963 1.165 0.785
C -1.200 -0.056 2.206 0.575
S -2.701 0.742 2.482 -0.294
C -2.379 2.220 1.650 0.520
N -3.190 3.243 1.589 -0.505
N -2.559 4.124 0.730 -0.371
C -1.509 3.524 0.224 0.204
C -0.714 3.964 -0.935 0.274
C 0.320 3.227 -1.398 -0.064
C 0.843 3.969 -2.530 -0.509
C 0.061 5.092 -2.650 -0.411
O -0.900 5.098 -1.660 -0.375
O -1.324 2.311 0.834 -0.140
N -0.166 0.201 2.988 -0.591
C 0.944 -0.461 2.771 -0.409
N 1.124 -1.328 1.749 -0.462
C 0.087 -1.542 0.942 -0.156
H 2.287 -6.404 0.225 0.263
H 2.488 -5.597 -1.434 0.262
H 1.128 -4.423 1.177 0.258
H 1.385 -3.272 -1.674 0.496
H 2.271 -2.464 -0.393 0.291
H 0.694 2.308 -0.997 0.604
H 1.704 3.667 -3.145 0.384
H 0.172 5.852 -3.420 0.442
H 1.755 -0.179 3.368 0.464
```

frontier orbital gap = 7.94 eV
multiplicity = 1
maximum force = 0.0813 hartree/bohr
SMILES string = C=CCn1c(=S)sc2c(Sc3nnc(-c4ccco4)o3)ncnc21

Going through the records in order, we get electronic energy values of -4154.98109 -3435.76527 -3900.30279 -1273.66380 -2517.73004 -2157.63976 Ha.